DFT (wB97M-V/def2-TZVPD) results for 13 unconnected molecules or ions with the total composition C16H58N2O13.

Atoms and positions in Å:
O  -2.14313  0.65304  2.94814
O  -1.50008  -0.67832  -0.97000
O  -2.25429  -2.12970  2.33915
O  -1.17802  4.13943  -1.52627
O  1.82882  -3.42691  -1.75181
O  1.78007  0.71376  2.53433
O  2.68835  2.07885  0.22087
O  0.25008  2.14661  -2.67458
O  -4.22130  -1.10174  -0.45714
O  -1.74841  -3.19819  -4.39759
O  3.96190  -1.91229  1.19609
O  1.72734  -0.77297  -2.32421
O  -0.23974  -2.81940  4.76210
N  0.33085  0.67139  -0.46473
N  -0.35002  -0.68538  1.13533
C  -1.76662  3.57806  -0.37981
C  -1.50402  1.87828  2.76710
C  -4.37853  -2.38843  -1.05710
C  -2.91206  2.62010  -0.66436
C  -0.69976  1.56126  -3.52243
C  3.53476  -1.05780  0.16650
C  2.95235  0.78158  3.26234
C  -2.42443  3.00163  3.12391
C  3.97080  -0.07285  -3.01210
C  2.51988  0.29021  -2.79124
C  -0.55370  -0.19956  -0.06315
C  1.87277  3.21570  0.22604
C  0.93253  -3.26805  -0.60792
C  -1.37034  -1.88633  -3.90181
C  0.44719  -1.60836  4.65574
C  -1.78868  -3.28494  1.82932
H  -2.17515  -4.09653  2.43640
H  -3.77312  3.12620  -1.02964
H  1.16804  -2.51854  0.09499
H  0.73772  2.90400  -3.07686
H  -2.01344  -1.69109  -3.06055
H  -4.57726  -2.44290  -2.08836
H  3.65896  -1.60110  -0.79571
H  -3.16401  -2.08736  2.05419
H  1.97368  1.30512  1.82632
H  2.51744  4.06170  0.34584
H  3.24412  1.82079  3.56013
H  -0.20502  0.91818  -4.26733
H  0.86858  -4.17571  -0.10717
H  -0.91922  -1.46502  1.37200
H  3.58831  2.32307  0.00137
H  -1.40543  -1.18504  -4.69468
H  2.51894  -0.80704  0.13883
H  -3.42296  -2.88546  -0.96159
H  -1.13865  -3.42378  -5.11039
H  -2.11269  4.39689  0.21684
H  4.24415  -0.24861  0.03177
H  -2.66997  1.88308  -1.40804
H  -0.74921  3.44374  -2.02183
H  -1.68868  -0.10474  2.52339
H  4.13433  -0.81764  -3.82534
H  4.54330  0.75621  -3.32197
H  3.74564  0.39585  2.67774
H  1.22806  3.14869  1.04945
H  -0.53084  1.98364  3.31706
H  -1.36518  1.90645  1.69925
H  -0.36124  -0.88014  4.38774
H  2.18760  0.76009  -3.72246
H  -1.16421  2.32885  -4.08473
H  2.95372  0.23024  4.21500
H  -3.34208  -0.72643  -0.67028
H  3.17104  -2.18773  1.64381
H  -1.37984  1.04369  -2.95615
H  -0.74061  -3.32557  1.87434
H  -0.36729  -1.85321  -3.46919
H  1.88540  -2.55522  -2.19262
H  -2.01417  -3.58496  0.80189
H  -0.05067  -3.01964  -0.93130
H  1.39281  3.30332  -0.79278
H  2.43582  1.09725  -2.09951
H  -2.09986  3.90109  2.63045
H  -3.43674  2.83212  2.78082
H  0.38859  -0.38811  1.77755
H  0.91388  -1.34730  5.59541
H  -1.02884  3.07037  0.18404
H  -3.18060  2.20432  0.34336
H  1.20998  -0.35672  -1.60402
H  -2.38241  3.22824  4.12452
H  4.55684  -0.30365  -2.14798
H  -5.12463  -2.99448  -0.62394
H  -0.98011  -2.84167  4.12668
H  0.07862  1.24129  -1.36333
H  1.35714  -1.61341  4.00187
H  1.09687  1.07564  -0.00605

* highest occupied orbital energy: -9.60 eV
* energy above the lowest of the compared OMol25 structures with the same formula, charge and spin: 90.2 kJ/mol
* total energy: -1731.77223 Eh
* gap between HOMO and LUMO: 0.3403 Ha
* net charge: 0